1.
17
Properties=species:S:1:pos:R:3:lowdin_charge:R:1 method="wB97M-V/def2-TZVPD" de_lowest_kj_mol=421.60 mol_weight_g_mol=98.145 smiles="CCOC1(C)C=C1" e_tot_ev=-8426.871 total_charge=0 homo_lumo_gap_ha=0.3677 homo_energy_ha=-0.326
O -0.69954 -0.74343 0.47417 -0.1132
C -1.08889 1.56685 1.63190 0.0067
C 0.35488 -1.64279 0.33344 -0.2672
C -0.52051 0.60702 0.20278 -0.4050
C -0.78419 1.31554 -1.10916 0.0356
C 1.01855 -1.62250 -1.06597 -0.0860
C 0.48268 1.27972 -0.65963 -0.0293
H 0.77538 -0.67403 -1.59014 0.0448
H -1.96167 2.18869 1.38777 0.0440
H -1.19232 1.73754 -2.01540 0.0955
H -0.05753 -2.70225 0.47944 0.1315
H -1.34899 0.75731 2.39251 0.0590
H 1.55380 1.56839 -0.89042 0.1322
H 2.05506 -1.92106 -1.04434 0.0609
H 0.50116 -2.39085 -1.76784 0.0998
H -0.23002 2.14107 2.07208 0.0535
H 1.14215 -1.46521 1.16880 0.1372

=====

2.
17
Properties=species:S:1:pos:R:3:lowdin_charge:R:1 method="wB97M-V/def2-TZVPD" de_lowest_kj_mol=9.30 mol_weight_g_mol=98.145 smiles="O[C@@H]1C=CCCC1" e_tot_ev=-8431.144 total_charge=0 homo_lumo_gap_ha=0.3854 homo_energy_ha=-0.350
O 1.67284 -0.53489 1.38023 -0.0320
C -0.27140 1.55702 -0.21887 -0.0977
C -1.43890 0.62292 -0.03325 -0.1885
C 0.30448 -1.19480 -0.53076 -0.1550
C 1.00414 1.17139 -0.21938 -0.0493
C -1.04895 -0.86242 0.10239 -0.1934
C 1.39575 -0.27039 0.00688 -0.3915
H 0.25901 -1.08771 -1.62125 0.1229
H -2.00733 0.93767 0.85211 0.1110
H -1.83234 -1.49015 -0.33535 0.1080
H -1.00438 -1.14484 1.16154 0.1046
H 0.89679 -0.25918 1.88755 0.0872
H 1.79693 1.90013 -0.37447 0.1049
H 0.57393 -2.23298 -0.30745 0.1171
H -0.51449 2.60760 -0.37696 0.1016
H -2.12889 0.76349 -0.87409 0.1094
H 2.34281 -0.48288 -0.49885 0.1408

=====

3.
17
Properties=species:S:1:pos:R:3:lowdin_charge:R:1 method="wB97M-V/def2-TZVPD" de_lowest_kj_mol=115.56 mol_weight_g_mol=98.145 smiles="C/C=C/C=C(/C)O" e_tot_ev=-8430.043 total_charge=0 homo_lumo_gap_ha=0.3224 homo_energy_ha=-0.287
O -1.93603 -0.97119 0.90661 0.0569
C -0.51649 -2.86750 0.86478 -0.0401
C -0.13767 0.67672 -0.45264 -0.1264
C 0.96219 1.44351 -0.53844 -0.1605
C -0.77731 -1.49173 0.45519 -0.4204
C 1.03218 2.96209 -0.49369 -0.1062
C 0.04546 -0.78599 -0.37091 -0.0704
H -0.19998 -3.01821 1.90078 0.0898
H 1.99783 3.21336 -0.04280 0.0682
H 0.95950 3.32622 -1.51853 0.0685
H -2.10751 -0.07000 0.66571 0.0781
H -1.13216 1.03820 -0.66253 0.1067
H 1.95003 1.04769 -0.72353 0.0973
H 0.19590 3.37910 0.08399 0.0724
H 0.91702 -1.15705 -0.87310 0.1014
H 0.18475 -3.24687 0.10963 0.0865
H -1.43769 -3.47836 0.68947 0.0980

=====

4.
17
Properties=species:S:1:pos:R:3:lowdin_charge:R:1 method="wB97M-V/def2-TZVPD" de_lowest_kj_mol=302.72 mol_weight_g_mol=98.145 smiles="CC1=C[C@H]2OC[C@@H]12.[H][H]" e_tot_ev=-8428.103 total_charge=0 homo_lumo_gap_ha=0.3863 homo_energy_ha=-0.346
O -2.22212 0.08925 -0.74148 -0.0820
C -1.59574 0.60412 0.45871 -0.2454
C -1.66359 -1.21233 -0.52573 -0.1381
C 0.38907 -0.01633 0.43848 -0.2390
C -0.21716 1.16325 0.22562 0.0235
C -0.90345 -0.74853 0.73426 -0.1558
C 1.77065 -0.55612 0.28261 -0.0454
H 1.77974 -1.33631 -0.48900 0.0858
H 2.48133 0.21808 -0.01414 0.0405
H -2.31142 1.10199 1.11780 0.1447
H -2.44933 -1.94789 -0.31839 0.1156
H 0.12294 2.13199 -0.12918 0.0837
H -1.01839 -1.31239 1.66203 0.1400
H 2.04136 2.06109 -1.24393 0.0199
H 2.72696 2.34046 -1.29157 0.0528
H 2.12935 -1.01912 1.20773 0.0808
H -1.06019 -1.56122 -1.37381 0.1185

=====

5.
17
Properties=species:S:1:pos:R:3:lowdin_charge:R:1 method="wB97M-V/def2-TZVPD" de_lowest_kj_mol=117.31 mol_weight_g_mol=98.145 smiles="O=CCCC1CC1" e_tot_ev=-8430.024 total_charge=0 homo_lumo_gap_ha=0.3988 homo_energy_ha=-0.360
O 0.54702 -0.95298 1.83281 0.0253
C 1.08793 -1.14698 0.76613 -0.2993
C -1.21360 -0.63313 -0.68143 -0.1228
C -1.66300 0.12432 0.52471 -0.1088
C 0.62512 1.17760 -0.19000 -0.1602
C 1.56683 -0.03404 -0.13961 -0.1568
C -0.82299 0.81325 -0.52341 -0.2617
H 1.01256 1.87696 -0.94079 0.1091
H -1.87070 -0.98528 -1.46838 0.1042
H -1.32322 1.52366 -1.18105 0.1290
H -1.09452 -0.14637 1.41794 0.0803
H 0.66304 1.70786 0.76743 0.1165
H -0.41576 -1.35315 -0.47176 0.0688
H 1.31380 -2.18553 0.45139 0.1300
H 2.53423 0.26209 0.28662 0.1240
H 1.75944 -0.42354 -1.14665 0.1194
H -2.70617 0.37525 0.69603 0.1030

=====

6.
17
Properties=species:S:1:pos:R:3:lowdin_charge:R:1 method="wB97M-V/def2-TZVPD" de_lowest_kj_mol=13.35 mol_weight_g_mol=98.145 smiles="CC1=CCC[C@H]1O" e_tot_ev=-8431.102 total_charge=0 homo_lumo_gap_ha=0.3755 homo_energy_ha=-0.339
O -0.12936 2.07702 0.21136 -0.0222
C -1.55244 0.18165 -0.57644 -0.1220
C -0.15985 0.89911 -0.58054 -0.3427
C -1.41606 -1.02221 0.38532 -0.1846
C 0.07756 -1.15860 0.54470 -0.0523
C 2.25789 0.04773 0.02460 -0.0460
C 0.77124 -0.15188 0.00873 -0.2540
H 2.77171 -0.75362 0.56648 0.0769
H 2.66143 0.07907 -0.99548 0.0816
H -1.90131 -0.85155 1.35853 0.1069
H -2.40283 0.83258 -0.31912 0.1153
H 0.52498 -2.00342 1.06397 0.1096
H -1.87539 -1.93360 -0.01921 0.1055
H -0.53374 1.70529 1.00352 0.0929
H -1.73827 -0.17986 -1.59180 0.1095
H 2.51057 1.00469 0.49578 0.0816
H 0.13387 1.22759 -1.58040 0.1441

=====

7.
17
Properties=species:S:1:pos:R:3:lowdin_charge:R:1 method="wB97M-V/def2-TZVPD" de_lowest_kj_mol=75.92 mol_weight_g_mol=98.145 e_tot_ev=-8430.454 total_charge=0 homo_lumo_gap_ha=0.3904 homo_energy_ha=-0.352
O 0.25988 -0.34949 -1.38263 -0.0453
C -0.89837 -0.93247 -0.74773 -0.2869
C -0.08413 -1.19367 0.52494 -0.0375
C 2.06255 0.37976 0.12048 -0.0019
C -1.70546 0.30696 -0.33108 -0.1123
C -0.50813 1.09680 0.30911 -0.0946
C 0.59927 0.07092 -0.03471 -0.5081
H 2.35992 0.41787 1.17252 0.0867
H 2.64699 -0.40496 -0.37180 0.0881
H -0.55085 1.21352 1.40017 0.1146
H 2.31961 1.33522 -0.34845 0.0853
H 0.50969 -2.10536 0.54870 0.1190
H -2.52099 0.04031 0.34968 0.1104
H -2.13746 0.80327 -1.20428 0.1095
H -0.36098 2.08599 -0.12881 0.1117
H -0.62708 -1.03997 1.46161 0.1142
H -1.36448 -1.72470 -1.33772 0.1471

=====

8.
17
Properties=species:S:1:pos:R:3:lowdin_charge:R:1 method="wB97M-V/def2-TZVPD" de_lowest_kj_mol=76.80 mol_weight_g_mol=98.145 smiles="C[C@H]1C[C@H]1CC=O" e_tot_ev=-8430.444 total_charge=0 homo_lumo_gap_ha=0.3948 homo_energy_ha=-0.357
O 3.11112 -0.68982 -0.68725 0.0493
C -2.10288 -0.25889 -0.15067 -0.0706
C 0.42080 0.40138 -0.44843 -0.2643
C 2.38041 -0.99450 0.22617 -0.2499
C -0.12126 1.43661 0.50229 -0.0796
C -1.03700 0.75930 -0.48096 -0.3047
C 0.86980 -0.91945 0.14517 -0.1387
H 0.53678 -1.77025 -0.46812 0.1321
H 0.11853 2.48039 0.32327 0.0995
H -0.15969 1.16570 1.55574 0.1066
H 1.04267 0.73009 -1.27790 0.1371
H 2.81187 -1.35430 1.18355 0.1196
H 0.45064 -1.06824 1.14658 0.1098
H -3.03480 0.19925 0.19562 0.0745
H -1.31778 1.40477 -1.30893 0.1304
H -1.78935 -0.98044 0.61133 0.0692
H -2.34008 -0.83275 -1.05492 0.0797

=====

9.
17
Properties=species:S:1:pos:R:3:lowdin_charge:R:1 method="wB97M-V/def2-TZVPD" de_lowest_kj_mol=540.91 mol_weight_g_mol=98.145 e_tot_ev=-8425.634 total_charge=0 homo_lumo_gap_ha=0.3149 homo_energy_ha=-0.288
O 1.59491 -1.18593 -0.27283 -0.0589
C -0.77129 -1.18385 0.47482 -0.0767
C -1.23890 0.96626 -0.93662 -0.0829
C -0.75663 0.36585 0.37025 -0.3004
C 1.93239 0.12459 -0.08949 -0.0778
C 0.69867 -1.14959 0.85803 -0.2525
C 0.75384 0.40436 0.82967 -0.1618
H 1.10409 -1.77292 1.65293 0.1495
H -1.41234 -1.56984 1.27332 0.1149
H -0.75821 0.50202 -1.80532 0.0646
H -1.06813 2.04676 -0.98707 0.0793
H -1.33749 0.80172 1.19077 0.1331
H 1.44978 0.87619 -1.72749 0.1248
H 2.16416 0.73099 -1.21181 0.0111
H -2.32008 0.79324 -1.02222 0.0817
H -0.98030 -1.72727 -0.45184 0.1218
H 0.95619 1.05905 1.68027 0.1301

=====

10.
17
Properties=species:S:1:pos:R:3:lowdin_charge:R:1 method="wB97M-V/def2-TZVPD" de_lowest_kj_mol=26.89 mol_weight_g_mol=98.145 smiles="O[C@@H]1C=CCCC1" e_tot_ev=-8430.962 total_charge=0 homo_lumo_gap_ha=0.3829 homo_energy_ha=-0.343
O 2.41982 -0.93936 -0.06831 -0.0284
C 1.04863 1.05555 0.25861 -0.0471
C 1.15466 -0.34647 -0.28302 -0.4059
C -0.12633 1.67020 0.12956 -0.1013
C 0.00466 -1.21131 0.25655 -0.1436
C -1.25364 0.89160 -0.49844 -0.2022
C -1.36740 -0.51170 0.13196 -0.1828
H -1.04213 0.75149 -1.57026 0.1150
H 1.03137 -0.28072 -1.37603 0.1509
H -2.04648 -1.12377 -0.46984 0.1046
H 1.93354 1.52765 0.67771 0.1109
H -0.28336 2.70035 0.44155 0.0994
H -2.20697 1.42513 -0.43049 0.1063
H 0.00963 -2.16894 -0.27597 0.1155
H -1.82309 -0.42203 1.12215 0.1073
H 2.33261 -1.58296 0.64159 0.0837
H 0.21450 -1.43471 1.31270 0.1178